79
Properties=species:S:1:pos:R:3:forces:R:3:mulliken_charge:R:1 method="wB97M-V/def2-TZVPD" e_tot_ha=-7965.4260 s2=2.01 spin_multiplicity=3 total_charge=-2
Ti 0.00000 0.00000 0.00000 -2.859 -2.015 2.457 -1.299
O 0.71164 -3.73158 -0.00604 0.509 -1.083 -1.496 -0.089
C 0.62932 -4.56196 1.11788 -0.116 -0.209 0.647 -1.313
C 0.20277 -3.78528 2.39838 0.019 -0.046 0.138 2.586
C 0.15178 -4.83170 3.55158 0.301 -0.510 -1.124 -1.560
O -0.25331 -4.25283 4.76710 1.148 0.172 1.669 -0.548
C 1.26329 -2.70809 2.79403 -0.925 -0.563 0.005 -1.455
Se 1.64163 -1.29405 1.49620 0.818 -1.985 1.741 -0.318
C -1.23370 -3.18775 2.25374 0.683 -0.115 0.654 -1.321
Se -1.53290 -1.89565 0.81581 0.497 -0.087 2.266 -0.164
H 0.98761 -4.31322 -0.76135 -0.398 0.959 0.935 0.174
H 1.62487 -5.03108 1.29123 -0.360 0.025 0.195 0.350
H -0.11426 -5.36655 0.91544 0.223 0.137 0.328 0.339
H 1.14126 -5.33444 3.67330 -0.373 0.330 -0.149 0.456
H -0.56805 -5.64308 3.30649 0.168 0.442 0.071 0.424
H 0.56933 -4.04881 5.28399 -1.332 -0.102 -0.878 0.332
H 2.23624 -3.20787 2.99120 -0.449 0.167 -0.161 0.392
H 0.95500 -2.20000 3.73211 0.025 -0.417 -0.483 0.378
H -1.53041 -2.68489 3.19872 0.324 -0.466 -0.472 0.359
H -1.95748 -4.01249 2.07669 0.359 0.307 0.021 0.380
O 3.32698 -0.85472 -2.18943 -2.316 1.159 0.122 -0.789
C 2.13382 -0.41271 -2.15689 2.106 -1.331 -0.750 -0.366
O 1.57940 0.12251 -1.14508 0.775 -1.132 -3.599 -0.174
C 1.33559 -0.50706 -3.45136 -0.117 -0.030 -0.547 0.455
C 2.05757 -0.60077 -4.66371 -0.167 0.056 0.164 -0.726
C 1.41596 -0.66566 -5.89970 0.342 0.040 0.524 -0.554
C 0.03066 -0.63865 -5.95384 -0.450 0.038 0.498 -0.672
C -0.70626 -0.55485 -4.77124 0.449 -0.047 -0.232 -0.214
C -0.07876 -0.49676 -3.50563 0.051 -0.100 -0.620 -0.087
P -1.09148 -0.41590 -1.98871 0.021 -0.111 -0.077 2.846
C -2.25308 0.92952 -2.39401 -1.072 0.476 -0.844 -0.229
C -3.56862 0.74682 -2.84298 0.094 0.344 -0.054 -0.263
C -4.39508 1.84218 -3.11655 0.290 0.074 0.142 -0.646
C -3.91622 3.13969 -2.95243 -0.129 -0.166 -0.021 -0.567
C -2.61030 3.34324 -2.51680 0.278 -0.576 0.000 -0.769
C -1.78843 2.24774 -2.23965 -0.246 0.116 -0.290 -0.230
C -2.07916 -1.93970 -1.93974 -0.808 -0.422 -2.053 0.086
C -1.80705 -3.06593 -2.72889 -0.212 0.182 0.250 -1.129
C -2.57116 -4.23289 -2.61467 0.417 -0.010 0.030 -0.707
C -3.60962 -4.30376 -1.69024 -0.045 0.379 0.308 -0.452
C -3.87725 -3.21179 -0.87134 -0.400 -0.318 -0.810 -0.523
C -3.11324 -2.04721 -0.99025 -0.395 0.167 0.032 -0.643
H 3.14679 -0.61589 -4.62417 -0.292 -0.019 0.186 0.427
H 2.00423 -0.73232 -6.80917 -0.017 0.010 0.031 0.350
H -0.48108 -0.68377 -6.90963 -0.026 -0.002 0.035 0.379
H -1.79077 -0.54422 -4.84385 0.090 0.011 0.182 0.376
H -3.96934 -0.25114 -2.99640 0.164 -0.010 0.113 0.343
H -5.41203 1.67665 -3.46018 0.047 0.012 0.028 0.386
H -4.55644 3.99004 -3.16638 -0.005 -0.039 0.015 0.339
H -2.22158 4.34939 -2.38984 -0.035 -0.051 -0.009 0.413
H -0.76634 2.42372 -1.89914 -1.007 -0.200 -0.424 -0.104
H -0.97530 -3.06377 -3.42982 -0.103 0.155 0.036 0.322
H -2.33403 -5.09075 -3.23765 -0.023 0.058 0.015 0.341
H -4.19160 -5.21511 -1.59287 -0.018 0.025 -0.018 0.315
H -4.66603 -3.26508 -0.12674 0.112 0.030 -0.004 0.343
H -3.32161 -1.21486 -0.31925 -0.595 0.120 -0.874 0.514
C 2.44249 4.44311 0.10074 0.008 -0.564 -0.124 -0.900
N 2.16436 3.37579 -0.84182 0.156 1.709 -2.246 0.014
C 3.29342 2.46918 -0.93175 0.299 -0.156 0.060 -0.536
N 3.59992 1.92051 0.37589 2.586 -0.356 -0.454 0.125
C 3.88122 2.98454 1.32109 -0.109 -0.416 -0.588 -0.877
N 2.75081 3.89008 1.40611 0.866 2.250 1.465 0.056
C 1.59964 3.30541 2.06449 0.180 0.354 -0.181 -0.906
P 1.07069 1.92244 1.03533 -2.319 -2.004 1.683 0.872
C 0.90875 2.69955 -0.58380 0.676 0.980 0.010 1.283
C 2.60010 0.98498 0.85084 2.097 2.013 1.106 -0.094
H 1.60544 5.15219 0.15688 -0.144 -0.357 0.136 0.338
H 3.28658 5.04788 -0.25790 0.158 -0.338 0.057 0.292
H 4.16912 3.00093 -1.32863 -0.069 0.255 0.279 0.332
H 3.10588 1.67174 -1.66355 -0.063 0.303 0.520 0.027
H 4.77865 3.53545 1.00771 -0.221 0.140 -0.266 0.272
H 4.14225 2.58057 2.30870 -0.418 -0.114 -0.126 0.358
H 0.80254 4.04824 2.18103 0.024 0.005 -0.136 0.338
H 1.85926 2.97705 3.07725 0.045 -0.148 -0.191 0.333
H 0.07505 3.41032 -0.60736 0.196 0.096 0.301 0.555
H 0.70006 1.96059 -1.36565 0.409 0.255 0.418 -0.857
H 2.48084 0.15546 0.14481 0.932 1.058 0.812 -0.009
H 2.91254 0.53396 1.79941 0.035 0.817 -0.088 0.598
H -1.44246 0.97156 0.27419 -0.343 0.388 -0.293 -0.104

***

20
Properties=species:S:1:pos:R:3:forces:R:3:nbo_charge:R:1 method="wB97M-V/def2-TZVPD" relative_energy_kcal_mol=20.7 e_tot_ha=-477.2266 total_charge=-1
C -1.49699 -1.12786 0.33808 -0.503 1.411 -0.339 -0.067
O -1.96891 -0.97051 -1.02062 0.741 0.145 0.391 -0.730
C -0.36382 -0.14958 0.77910 -0.203 -0.589 0.936 -0.105
C -0.51897 1.37776 0.65969 -0.695 -1.237 -0.944 -0.038
O 0.71642 1.92713 0.53890 0.566 0.528 0.227 -0.876
N -0.04619 -0.45314 2.19778 -0.138 -2.035 -1.705 -0.877
H -1.09031 -2.10626 0.44685 0.184 -0.971 0.333 0.160
H -2.43853 -1.03290 0.88317 0.285 0.018 0.592 0.156
H 0.52430 -0.44762 0.16947 -0.533 0.319 0.380 0.196
H -1.20594 1.50831 -0.19311 0.034 0.580 -0.468 0.109
H -1.11806 1.72192 1.53442 0.366 0.032 -0.046 0.112
H 1.51117 1.34009 -0.27957 -0.282 0.396 -0.310 0.497
H 0.81917 -0.04327 2.44844 0.351 0.737 0.585 0.376
H -0.83231 -0.32091 2.79546 -0.071 0.582 0.484 0.347
H -1.16811 -0.77489 -1.51242 -0.047 0.171 -0.447 0.455
H 0.59627 -1.06959 -2.60124 -0.159 -0.372 -0.132 0.429
O 1.40969 -0.73685 -2.98103 -0.114 0.967 0.498 -1.010
H 1.59549 0.05431 -2.33993 0.428 -0.909 -0.472 0.511
H 2.87987 0.38874 -0.72281 0.068 -0.092 -0.017 0.444
O 2.19578 0.91511 -1.14065 -0.279 0.320 0.455 -1.087

***

19
Properties=species:S:1:pos:R:3:forces:R:3:nbo_charge:R:1 method="wB97M-V/def2-TZVPD" relative_energy_kcal_mol=16.2 e_tot_ha=-253.0373 total_charge=0
C -1.85921 -0.17348 -0.93805 0.359 -0.579 0.417 -0.427
N -0.46012 -0.70654 -1.03100 -0.899 0.957 0.681 -0.627
C 0.41836 -0.06643 0.01798 -1.323 -0.453 0.764 0.110
C 1.81747 -0.56404 -0.18130 0.045 -0.222 1.357 -0.608
C -0.00788 -0.37309 1.52019 -0.756 0.485 0.280 -0.648
C 0.33959 1.42928 -0.21674 -0.902 1.082 0.194 -0.626
H -1.97086 0.86397 -1.24967 0.406 -0.001 0.208 0.195
H -2.52560 -0.69452 -1.61440 0.063 -0.531 -0.090 0.202
H -2.22406 -0.31443 0.09971 -0.216 0.346 -0.540 0.171
H -0.56743 -1.70315 -0.85772 0.425 0.069 0.092 0.350
H 2.14840 -0.26931 -1.13452 0.389 -0.432 -1.614 0.219
H 1.88499 -1.62998 0.09093 0.160 0.275 -0.648 0.208
H 2.49862 -0.03191 0.46997 0.087 0.089 0.584 0.205
H 0.68124 0.06080 2.27465 0.069 -0.248 -0.721 0.216
H -0.97834 0.11040 1.81726 0.649 -0.494 -0.589 0.208
H -0.10270 -1.45219 1.76345 0.147 0.486 -0.419 0.209
H -0.69144 1.85034 -0.01448 1.197 -0.531 -0.059 0.211
H 1.02755 1.96908 0.43858 0.026 -0.099 -0.023 0.212
H 0.57141 1.69519 -1.25482 0.075 -0.199 0.126 0.219

***

14
Properties=species:S:1:pos:R:3:forces:R:3:nbo_charge:R:1 method="wB97M-V/def2-TZVPD" relative_energy_kcal_mol=195.7 e_tot_ha=-345.2133 total_charge=0
C 0.05005 0.00984 0.35525 -0.812 -0.075 1.368 -0.015
C 0.79247 -0.46163 -0.85389 5.416 2.679 -0.093 -0.140
C 2.22335 -0.29156 -0.76099 -1.427 -2.011 -1.460 -0.428
C -1.04163 -0.92831 0.30342 -7.535 -7.134 -3.459 -0.006
C -1.89355 -1.78735 -0.21605 2.795 3.676 0.611 -0.251
C -0.51172 1.35571 0.19967 -3.569 4.736 -4.869 -0.013
C -1.14940 2.24085 -0.47304 2.661 -1.618 2.255 -0.212
H 1.89723 0.20162 1.25439 -5.564 -1.142 1.657 0.460
H 0.08360 -0.52421 -1.73534 1.790 -0.248 0.803 0.263
H 2.96294 -0.14415 0.21503 -2.324 -0.351 -2.471 0.202
H 2.86934 -0.58974 -1.69018 -1.280 0.755 1.875 0.234
H -2.70709 -2.42354 -0.96756 2.915 2.204 3.121 0.300
H -1.49377 3.21423 -0.99582 0.653 -2.353 1.403 0.265
O 0.69629 -0.06994 1.57416 6.281 0.883 -0.741 -0.660

***

What did the second record say?
20
Properties=species:S:1:pos:R:3:forces:R:3:nbo_charge:R:1 method="wB97M-V/def2-TZVPD" relative_energy_kcal_mol=20.7 e_tot_ha=-477.2266 total_charge=-1
C -1.49699 -1.12786 0.33808 -0.503 1.411 -0.339 -0.067
O -1.96891 -0.97051 -1.02062 0.741 0.145 0.391 -0.730
C -0.36382 -0.14958 0.77910 -0.203 -0.589 0.936 -0.105
C -0.51897 1.37776 0.65969 -0.695 -1.237 -0.944 -0.038
O 0.71642 1.92713 0.53890 0.566 0.528 0.227 -0.876
N -0.04619 -0.45314 2.19778 -0.138 -2.035 -1.705 -0.877
H -1.09031 -2.10626 0.44685 0.184 -0.971 0.333 0.160
H -2.43853 -1.03290 0.88317 0.285 0.018 0.592 0.156
H 0.52430 -0.44762 0.16947 -0.533 0.319 0.380 0.196
H -1.20594 1.50831 -0.19311 0.034 0.580 -0.468 0.109
H -1.11806 1.72192 1.53442 0.366 0.032 -0.046 0.112
H 1.51117 1.34009 -0.27957 -0.282 0.396 -0.310 0.497
H 0.81917 -0.04327 2.44844 0.351 0.737 0.585 0.376
H -0.83231 -0.32091 2.79546 -0.071 0.582 0.484 0.347
H -1.16811 -0.77489 -1.51242 -0.047 0.171 -0.447 0.455
H 0.59627 -1.06959 -2.60124 -0.159 -0.372 -0.132 0.429
O 1.40969 -0.73685 -2.98103 -0.114 0.967 0.498 -1.010
H 1.59549 0.05431 -2.33993 0.428 -0.909 -0.472 0.511
H 2.87987 0.38874 -0.72281 0.068 -0.092 -0.017 0.444
O 2.19578 0.91511 -1.14065 -0.279 0.320 0.455 -1.087